{
  "formula": "C37H25AsBr4FN2O2Pt",
  "method": "ωB97M-V/def2-TZVPD",
  "elements": ["Pt", "Br", "C", "C", "Br", "C", "Br", "C", "O", "C", "O", "C", "Br", "F", "C", "C", "C", "C", "C", "C", "C", "H", "H", "H", "H", "H", "H", "C", "C", "C", "C", "C", "C", "As", "C", "C", "C", "C", "C", "C", "C", "C", "C", "C", "C", "C", "H", "H", "H", "H", "H", "H", "H", "H", "H", "H", "H", "H", "H", "H", "H", "N", "C", "C", "C", "C", "C", "N", "C", "H", "H", "H", "H"],
  "coordinates": [[-1.686, 0.527, 0.805], [-5.721, -3.475, -3.175], [-5.003, -1.984, -2.259], [-5.633, -0.750, -2.311], [-7.237, -0.526, -3.288], [-5.076, 0.339, -1.628], [-5.863, 2.059, -1.666], [-3.908, 0.220, -0.883], [-3.382, 1.224, -0.217], [-3.259, -1.058, -0.828], [-2.099, -1.155, -0.199], [-3.819, -2.123, -1.521], [-2.869, -3.759, -1.464], [2.447, 2.666, 5.806], [1.724, 1.878, 4.965], [0.370, 1.729, 5.184], [-0.357, 0.930, 4.313], [0.237, 0.288, 3.221], [-0.582, -0.493, 2.254], [1.616, 0.451, 3.062], [2.366, 1.243, 3.923], [-0.097, 2.229, 6.023], [-1.424, 0.811, 4.469], [-1.422, -0.958, 2.783], [0.014, -1.290, 1.813], [2.109, -0.051, 2.239], [3.433, 1.367, 3.792], [5.472, -0.458, -3.825], [4.897, -1.642, -3.383], [3.831, -1.613, -2.494], [3.326, -0.402, -2.032], [3.916, 0.779, -2.476], [4.977, 0.756, -3.370], [1.784, -0.218, -0.818], [1.764, -2.041, -0.126], [2.892, -2.498, 0.553], [2.896, -3.748, 1.156], [1.762, -4.548, 1.094], [0.631, -4.091, 0.433], [0.627, -2.841, -0.174], [0.390, -0.314, -2.180], [-0.536, 0.721, -2.237], [-1.606, 0.667, -3.122], [-1.748, -0.426, -3.963], [-0.808, -1.450, -3.935], [0.260, -1.390, -3.053], [6.303, -0.482, -4.519], [5.277, -2.593, -3.735], [3.393, -2.545, -2.158], [3.537, 1.732, -2.121], [5.419, 1.685, -3.709], [3.782, -1.879, 0.607], [3.780, -4.093, 1.678], [1.759, -5.521, 1.570], [-0.267, -4.695, 0.399], [-0.280, -2.480, -0.642], [-0.445, 1.563, -1.562], [-2.343, 1.461, -3.124], [-2.598, -0.489, -4.630], [-0.921, -2.307, -4.587], [0.974, -2.205, -3.020], [-4.273, 5.689, 3.388], [-3.379, 5.065, 3.026], [-2.235, 4.314, 2.590], [-0.951, 4.820, 2.771], [0.118, 4.071, 2.323], [-0.120, 2.840, 1.742], [-1.357, 2.342, 1.597], [-2.405, 3.072, 1.991], [-0.809, 5.781, 3.247], [1.135, 4.420, 2.432], [0.679, 2.212, 1.377], [-3.380, 2.638, 1.809]],
  "mulliken_charge": [1.555, -0.204, 0.128, 0.205, -0.212, 0.112, -0.168, -0.012, -0.953, 0.077, -0.714, 0.110, -0.101, -0.382, 0.521, -0.837, -0.341, -0.441, -0.716, 0.191, -0.846, 0.449, 0.443, 0.661, -0.043, 0.372, 0.456, -0.394, -0.787, -0.088, 0.103, -0.442, -0.633, 0.381, 0.628, -0.639, -0.726, -0.603, -0.366, 0.007, 0.191, -0.278, -0.541, -0.412, -0.934, 0.189, 0.368, 0.374, 0.304, 0.324, 0.371, 0.481, 0.378, 0.370, 0.373, -0.228, 0.352, 0.293, 0.426, 0.385, 0.299, -0.525, -0.088, 0.277, -0.327, -0.988, 0.054, -0.146, -0.173, 0.492, 0.508, 0.428, 0.651],
  "lumo_energy_ev": 1.746,
  "total_charge": -1,
  "e_above_lowest_kcal_mol": 0.0,
  "homo_lumo_gap_ev": 6.176
}

{
  "formula": "C27H30I2LiN5O4S",
  "method": "ωB97M-V/def2-TZVPD",
  "elements": ["Li", "C", "C", "N", "C", "C", "C", "O", "C", "C", "N", "C", "C", "C", "C", "C", "C", "I", "C", "O", "H", "H", "H", "H", "H", "H", "H", "H", "H", "H", "H", "H", "N", "C", "O", "C", "I", "H", "H", "H", "H", "S", "C", "N", "C", "C", "C", "C", "C", "C", "H", "H", "H", "H", "H", "C", "N", "C", "C", "C", "O", "H", "H", "H", "H", "H", "H", "H", "H", "H"],
  "coordinates": [[-0.690, -1.091, 0.586], [-1.117, -1.568, -3.836], [0.220, -1.048, -3.433], [1.096, -0.830, -4.375], [2.322, -0.445, -4.026], [2.710, -0.189, -2.742], [4.098, 0.332, -2.540], [4.146, 1.612, -1.895], [1.806, -0.379, -1.663], [2.171, -0.037, -0.304], [1.509, -0.334, 0.794], [2.144, -0.042, 2.024], [3.553, 0.043, 2.173], [4.157, 0.494, 3.337], [3.369, 0.817, 4.432], [2.001, 0.642, 4.376], [1.393, 0.204, 3.200], [-0.716, 0.113, 3.331], [0.491, -0.863, -1.997], [-0.476, -0.976, -1.171], [-1.055, -1.785, -4.921], [-1.915, -0.815, -3.696], [-1.396, -2.472, -3.263], [3.010, -0.343, -4.859], [4.533, 0.388, -3.557], [4.691, -0.370, -1.932], [4.654, 2.213, -2.440], [3.088, 0.570, -0.356], [4.187, -0.158, 1.283], [5.243, 0.594, 3.383], [3.851, 1.202, 5.334], [1.378, 0.857, 5.244], [-3.015, 1.104, -1.420], [-3.292, 0.551, -0.254], [-2.410, 0.017, 0.468], [-4.732, 0.580, 0.227], [-6.245, 1.546, -1.026], [-2.091, 0.977, -1.804], [-3.755, 1.532, -1.981], [-4.792, 1.117, 1.195], [-5.102, -0.447, 0.415], [-0.105, 3.697, -1.324], [-0.072, 2.267, -0.317], [-0.061, 2.473, 0.958], [-0.107, 3.814, 1.255], [-0.113, 4.378, 2.537], [-0.098, 5.744, 2.655], [-0.026, 6.582, 1.534], [-0.020, 6.065, 0.240], [-0.077, 4.683, 0.110], [-0.145, 1.287, -0.776], [-0.147, 3.696, 3.401], [-0.153, 6.210, 3.637], [0.080, 7.647, 1.697], [0.021, 6.702, -0.659], [-2.559, -5.610, -0.462], [-2.189, -4.268, 0.023], [-3.314, -3.329, 0.085], [-1.051, -3.991, 0.708], [0.013, -5.107, 0.661], [-0.868, -2.892, 1.300], [-3.151, -5.518, -1.387], [-3.176, -6.156, 0.275], [-1.685, -6.236, -0.679], [-3.840, -3.329, -0.877], [-2.936, -2.314, 0.299], [-4.039, -3.629, 0.852], [-0.316, -5.976, 1.265], [0.957, -4.781, 1.067], [0.155, -5.419, -0.390]],
  "mulliken_charge": [0.678, -0.977, 0.436, -0.696, -1.053, 1.207, -1.075, -0.539, 0.954, -0.721, 0.194, 0.251, -0.405, -0.711, -0.545, -0.576, 0.050, 0.099, -0.762, -0.070, 0.429, 0.151, 0.150, 0.278, 0.442, 0.261, 0.322, 0.643, 0.358, 0.380, 0.342, 0.408, -0.054, 0.595, -0.497, -0.974, -0.015, -0.059, 0.091, 0.408, 0.355, -0.320, 0.796, 0.142, -0.334, -0.477, -0.577, -0.411, -0.636, 0.881, -0.342, 0.354, 0.371, 0.367, 0.350, -1.051, 0.438, -0.866, 0.900, -1.559, -0.679, 0.303, 0.325, 0.379, 0.384, 0.033, 0.379, 0.375, 0.326, 0.397],
  "lumo_energy_ev": 0.022,
  "total_charge": 0,
  "homo_lumo_gap_ev": 7.104
}

{
  "formula": "C47H54MoO4PSe",
  "method": "ωB97M-V/def2-TZVPD",
  "elements": ["Mo", "C", "C", "C", "C", "C", "C", "C", "Se", "C", "C", "C", "C", "C", "C", "O", "C", "C", "C", "C", "C", "C", "C", "C", "C", "O", "C", "C", "C", "C", "C", "C", "H", "H", "H", "H", "H", "H", "H", "H", "H", "H", "H", "H", "H", "H", "H", "H", "H", "H", "H", "H", "H", "H", "H", "H", "H", "H", "H", "H", "H", "H", "H", "H", "H", "H", "H", "H", "H", "H", "H", "H", "O", "C", "O", "C", "C", "C", "C", "C", "C", "P", "C", "C", "C", "C", "C", "C", "C", "C", "C", "C", "C", "C", "H", "H", "H", "H", "H", "H", "H", "H", "H", "H", "H", "H", "H", "H"],
  "coordinates": [[0.521, -0.039, -0.276], [3.299, -0.393, 6.933], [4.283, -0.531, 5.756], [5.126, 0.752, 5.631], [5.217, -1.711, 6.028], [3.488, -0.712, 4.476], [2.588, 0.303, 4.076], [1.894, 0.169, 2.910], [0.554, 1.456, 2.409], [1.552, 2.820, 1.487], [2.088, 3.886, 2.143], [2.679, 4.937, 1.403], [2.636, 4.869, 0.013], [2.066, 3.823, -0.712], [1.538, 2.780, 0.070], [0.966, 1.695, -0.459], [2.082, 3.883, -2.241], [3.547, 3.951, -2.716], [1.412, 2.700, -2.949], [1.337, 5.164, -2.673], [3.319, 6.096, 2.147], [3.916, 7.136, 1.199], [2.246, 6.777, 3.018], [4.440, 5.541, 3.045], [2.040, -0.998, 2.124], [1.291, -1.015, 0.999], [2.888, -2.051, 2.490], [3.596, -1.844, 3.675], [3.115, -3.350, 1.714], [2.296, -3.486, 0.426], [2.739, -4.528, 2.634], [4.605, -3.439, 1.334], [3.864, -0.258, 7.856], [2.687, -1.291, 7.039], [2.637, 0.468, 6.824], [5.715, 0.884, 6.539], [4.508, 1.644, 5.510], [5.816, 0.689, 4.787], [5.768, -1.523, 6.950], [5.953, -1.841, 5.231], [4.667, -2.645, 6.165], [2.450, 1.181, 4.693], [2.064, 3.934, 3.224], [3.074, 5.683, -0.544], [4.105, 3.066, -2.403], [4.062, 4.833, -2.336], [3.571, 3.999, -3.805], [1.933, 1.761, -2.770], [1.457, 2.885, -4.022], [0.358, 2.600, -2.681], [1.798, 6.067, -2.276], [0.293, 5.138, -2.348], [1.354, 5.237, -3.761], [3.154, 7.596, 0.563], [4.702, 6.713, 0.569], [4.367, 7.934, 1.788], [1.435, 7.173, 2.404], [2.703, 7.610, 3.552], [1.822, 6.102, 3.765], [5.205, 5.036, 2.451], [4.064, 4.843, 3.797], [4.914, 6.368, 3.574], [4.275, -2.623, 3.987], [1.222, -3.459, 0.614], [2.521, -4.456, -0.014], [2.564, -2.732, -0.315], [1.683, -4.491, 2.913], [3.333, -4.547, 3.547], [2.918, -5.466, 2.107], [4.903, -2.599, 0.702], [4.782, -4.360, 0.778], [5.254, -3.455, 2.209], [-0.261, -1.587, -3.904], [-0.632, -1.541, -2.803], [0.263, -0.860, -1.820], [-1.836, -2.098, -2.158], [-2.396, -3.178, -2.827], [-3.517, -3.816, -2.311], [-4.087, -3.367, -1.132], [-3.548, -2.270, -0.466], [-2.425, -1.622, -0.967], [-1.936, -0.100, -0.133], [-2.564, -0.064, 1.529], [-3.627, 0.774, 1.866], [-4.131, 0.738, 3.158], [-3.580, -0.123, 4.097], [-2.520, -0.962, 3.756], [-2.007, -0.935, 2.473], [-2.395, 1.329, -1.096], [-2.170, 2.598, -0.543], [-2.509, 3.723, -1.269], [-3.049, 3.590, -2.547], [-3.263, 2.333, -3.098], [-2.941, 1.195, -2.374], [-1.938, -3.524, -3.745], [-3.936, -4.664, -2.835], [-4.960, -3.858, -0.723], [-4.023, -1.915, 0.440], [-4.066, 1.437, 1.130], [-4.960, 1.379, 3.428], [-3.980, -0.148, 5.103], [-2.105, -1.639, 4.491], [-1.192, -1.597, 2.202], [-1.760, 2.698, 0.457], [-2.366, 4.706, -0.840], [-3.316, 4.475, -3.111], [-3.695, 2.237, -4.084], [-3.143, 0.218, -2.794]],
  "mulliken_charge": [1.638, -1.555, 1.794, -1.590, -2.030, -0.440, -0.849, 0.340, 0.365, 0.369, -0.883, -0.479, -0.298, -0.426, 0.603, -0.477, 1.911, -1.663, -1.838, -1.574, 1.817, -2.045, -1.557, -1.561, 0.278, -0.203, -0.343, -0.295, 1.764, -1.927, -1.613, -1.595, 0.460, 0.365, 0.330, 0.470, 0.362, 0.363, 0.445, 0.421, 0.433, 0.610, 0.597, 0.576, 0.381, 0.329, 0.473, 0.254, 0.637, 0.163, 0.353, 0.278, 0.487, 0.433, 0.422, 0.447, 0.368, 0.460, 0.339, 0.370, 0.370, 0.453, 0.548, 0.302, 0.610, 0.268, 0.374, 0.340, 0.474, 0.362, 0.469, 0.345, -0.384, 0.141, -0.450, 0.351, -0.871, -0.740, -0.812, -0.812, 0.793, 1.136, 0.817, -0.541, -0.800, -0.654, -0.823, -0.477, 1.049, -0.347, -0.874, -0.727, -0.841, -0.647, 0.565, 0.477, 0.492, 0.557, 0.555, 0.489, 0.470, 0.506, 0.607, 0.577, 0.525, 0.486, 0.498, 0.527],
  "lumo_energy_ev": [-11.029, -11.018],
  "total_charge": 3,
  "e_above_lowest_kcal_mol": 0.0,
  "homo_lumo_gap_ev": [5.279, 5.295]
}

{
  "formula": "C2H5NO",
  "method": "ωB97M-V/def2-TZVPD",
  "elements": ["C", "N", "C", "O", "H", "H", "H", "H", "H"],
  "coordinates": [[-0.147, 0.203, 0.198], [0.190, -0.577, -0.974], [0.431, -0.418, 1.222], [-0.610, 1.462, -0.073], [-1.458, 1.569, 0.378], [1.083, -0.356, -1.416], [-0.489, -0.496, -1.733], [0.195, -0.129, 2.243], [0.805, -1.257, 0.155]],
  "mulliken_charge": [0.199, -0.504, -0.756, -0.472, 0.345, 0.256, 0.253, 0.263, 0.415],
  "lumo_energy_ev": 0.715,
  "total_charge": 0,
  "e_above_lowest_kcal_mol": 104.1,
  "homo_lumo_gap_ev": 9.103
}

{
  "formula": "C5H11N3O2",
  "method": "ωB97M-V/def2-TZVPD",
  "elements": ["N", "C", "C", "C", "N", "C", "C", "N", "O", "H", "H", "H", "H", "H", "H", "H", "H", "H", "H", "O", "H"],
  "coordinates": [[-0.959, -0.115, 5.529], [-1.314, -1.455, 5.976], [-2.075, -1.486, 7.324], [-1.342, -0.823, 8.406], [-0.751, -0.294, 9.247], [-2.143, -2.172, 4.901], [-1.362, -2.571, 3.646], [-1.018, -1.405, 2.824], [-0.522, -3.495, 3.691], [-1.762, 0.510, 5.553], [-0.226, 0.296, 6.099], [-0.376, -2.014, 6.106], [-3.051, -0.986, 7.218], [-2.269, -2.524, 7.630], [-2.560, -3.106, 5.298], [-2.986, -1.527, 4.602], [-0.989, -0.532, 3.371], [-0.184, -1.546, 2.260], [-2.092, -1.845, 1.817], [-2.793, -2.887, 2.162], [-2.392, -3.683, 1.799]],
  "mulliken_charge": [-0.618, 0.209, -0.439, 0.132, -0.406, -1.117, 0.595, -0.562, -0.639, 0.235, 0.277, 0.373, 0.309, 0.345, 0.390, 0.332, 0.273, 0.273, 0.497, -0.777, 0.316],
  "lumo_energy_ev": 0.556,
  "total_charge": 0,
  "e_above_lowest_kcal_mol": 61.0,
  "homo_lumo_gap_ev": 10.333
}

{
  "formula": "C4H5O2P",
  "method": "ωB97M-V/def2-TZVPD",
  "elements": ["C", "C", "C", "C", "O", "O", "P", "H", "H", "H", "H", "H"],
  "coordinates": [[1.387, -0.218, 0.935], [0.366, -0.271, -0.014], [0.517, 0.359, 1.911], [-0.752, 0.265, 0.894], [0.530, 0.598, 3.095], [0.266, -0.605, -1.316], [-0.808, 0.199, -2.374], [2.403, -0.497, 0.907], [-1.304, 1.251, 0.797], [-1.250, -0.647, 1.190], [-1.495, -0.838, -2.669], [0.141, 0.404, -3.356]],
  "mulliken_charge": [-0.870, 0.593, 0.326, -0.388, -0.385, -0.467, 0.057, 0.445, 0.374, 0.234, 0.026, 0.054],
  "lumo_energy_ev": [0.733, -2.507],
  "total_charge": 0,
  "s2": 2.03,
  "spin_multiplicity": 3,
  "e_above_lowest_kcal_mol": 38.6,
  "homo_lumo_gap_ev": [6.308, 6.691]
}

{
  "formula": "C3H6ClNSi",
  "method": "ωB97M-V/def2-TZVPD",
  "elements": ["C", "Si", "C", "Cl", "C", "N", "H", "H", "H", "H", "H", "H"],
  "coordinates": [[0.543, 0.277, -1.693], [-0.349, 0.403, -0.011], [0.547, 0.189, 1.660], [-1.830, 1.705, -0.070], [-1.297, -1.369, -0.106], [-1.847, -2.377, -0.018], [1.070, -0.627, -1.446], [-0.155, 0.138, -2.455], [1.253, 1.118, -1.801], [-0.189, -0.103, 2.540], [1.390, -0.512, 1.503], [0.865, 1.158, 1.897]],
  "mulliken_charge": [-0.909, 0.528, -0.878, -0.228, 0.136, -0.435, 0.289, 0.305, 0.311, 0.279, 0.294, 0.309],
  "lumo_energy_ev": 0.367,
  "total_charge": 0,
  "e_above_lowest_kcal_mol": 3.5,
  "homo_lumo_gap_ev": 11.548,
  "smiles": "C[Si](C)(Cl)C#N"
}

What did the fourth record say?
{
  "formula": "C2H5NO",
  "method": "ωB97M-V/def2-TZVPD",
  "elements": ["C", "N", "C", "O", "H", "H", "H", "H", "H"],
  "coordinates": [[-0.147, 0.203, 0.198], [0.190, -0.577, -0.974], [0.431, -0.418, 1.222], [-0.610, 1.462, -0.073], [-1.458, 1.569, 0.378], [1.083, -0.356, -1.416], [-0.489, -0.496, -1.733], [0.195, -0.129, 2.243], [0.805, -1.257, 0.155]],
  "mulliken_charge": [0.199, -0.504, -0.756, -0.472, 0.345, 0.256, 0.253, 0.263, 0.415],
  "lumo_energy_ev": 0.715,
  "total_charge": 0,
  "e_above_lowest_kcal_mol": 104.1,
  "homo_lumo_gap_ev": 9.103
}